DFT (ωB97M-V/def2-TZVPD) results for a structure of composition C24H37HgN3O11 in a non-equilibrium geometry.

As for the LUMO energy (alpha / beta): 5.534 / 5.499 eV. The charge is -3. As for the expectation value of S²: 0.750. Its spin multiplicity is 2. The value obtained for the total energy is -2081.7107 hartree.

XYZ file:
```
76
C24H37HgN3O11, DFT ωB97M-V/def2-TZVPD
Hg 19.42137 -9.67012 25.11151
C 18.64809 -7.58846 29.09282
C 18.71628 -8.39766 27.86105
C 18.20986 -9.90673 27.97930
O 18.07375 -10.51665 26.89400
C 17.62626 -10.30719 29.29426
C 17.69909 -9.51821 30.38820
C 18.17930 -8.11220 30.26243
O 18.29846 -7.29350 31.30752
O 17.32995 -10.11476 31.51902
O 19.15060 -8.12740 26.75002
H 18.96478 -6.56770 28.93739
H 17.26468 -11.32278 29.22910
C 24.17562 -12.51997 24.13435
C 24.29566 -13.71771 25.01103
C 23.23912 -13.73816 26.25929
O 23.22798 -14.81633 26.86670
C 22.40161 -12.60942 26.44418
C 22.43172 -11.52753 25.60940
C 23.30492 -11.55427 24.37711
O 23.23269 -10.71959 23.41099
O 21.58719 -10.52713 25.90055
O 25.12081 -14.56348 24.77570
H 24.91343 -12.45158 23.34863
H 21.65064 -12.64556 27.21952
C 16.22042 -7.85559 22.11407
C 17.41767 -7.85219 23.13642
C 17.46652 -6.51139 23.96905
O 17.99711 -5.55671 23.10115
C 18.35554 -4.32066 23.62626
N 17.45668 -9.07808 23.88686
H 16.27471 -7.21249 21.23567
H 15.35979 -7.53838 22.70297
H 15.95794 -8.83624 21.71718
H 18.35207 -8.04992 22.61116
H 18.07969 -6.59364 24.86647
H 16.49674 -6.15009 24.31124
H 17.55225 -3.62239 23.86134
H 19.11189 -4.02390 22.89965
H 18.87165 -4.42385 24.58076
H 16.67541 -9.11174 24.52607
H 17.18386 -9.82170 23.26020
C 21.90180 -7.01394 25.90909
C 21.34133 -6.90371 24.54133
C 22.33074 -6.25048 23.62927
O 22.04813 -6.76554 22.26349
C 22.77091 -6.16162 21.22732
N 20.81565 -8.18607 24.06218
H 21.55505 -6.13550 26.45335
H 22.98253 -7.05169 25.77235
H 21.53109 -7.84489 26.50926
H 20.36804 -6.41302 24.54501
H 23.39320 -6.45741 23.75757
H 22.21024 -5.16846 23.68218
H 23.75785 -5.79750 21.51273
H 22.23601 -5.31906 20.78907
H 22.89795 -6.84910 20.39106
H 21.66055 -8.73101 23.96586
H 20.82538 -7.88471 23.09823
C 18.90653 -12.51002 21.39637
C 18.95052 -12.09391 22.89750
C 19.41366 -13.19672 23.82887
O 19.23092 -12.62905 25.10132
C 19.20933 -13.58722 26.13070
N 19.62558 -10.84616 23.05371
H 18.47397 -11.84364 20.65010
H 18.33872 -13.41960 21.20056
H 19.90495 -12.83415 21.10279
H 17.91027 -11.91873 23.17191
H 20.45408 -13.52073 23.80338
H 18.76930 -14.07368 23.76682
H 20.09790 -14.21826 26.11250
H 18.24400 -14.09321 26.11558
H 19.16256 -13.17673 27.13937
H 20.59722 -11.07481 22.89960
H 19.48191 -10.42488 22.14708
```

Atom charges from the Löwdin analysis, given in e for atoms 1 to 6:
1 Hg 1.16
2 C -0.02
3 C -0.32
4 C -0.29
5 O -0.10
6 C -0.02

---

DFT (ωB97M-V/def2-TZVPD) results for a structure of composition C4H4NiO6 in a non-equilibrium geometry.

As for the LUMO energy (alpha / beta): -5.610 / -7.048 eV. The charge is +1. As for the expectation value of S²: 3.766. Its spin multiplicity is 4. The value obtained for the total energy is -2114.1087 hartree. The calculation puts the energy above the lowest of the compared OMol25 structures with the same formula, charge and spin at 203.1 kJ/mol.

XYZ file:
```
15
C4H4NiO6, DFT ωB97M-V/def2-TZVPD
O 0.39399 2.16647 1.24940
C 0.10255 0.88952 1.41463
C -0.02872 0.06551 0.15713
O -0.07649 -1.29375 0.41678
H -1.09571 0.45802 1.35216
H 0.73296 0.34880 2.14313
H 0.85226 0.26372 -0.47373
C 0.34312 -2.16630 -0.52269
O 1.03802 -1.90985 -1.46406
O -0.12364 -3.37092 -0.26711
H -0.51016 -3.42495 0.61872
O -0.08740 2.48997 -1.70636
C -0.93705 1.60889 -1.76713
O -1.15001 0.59550 -1.06544
Ni 0.54630 3.27937 -0.08544
```

Atom charges from the Löwdin analysis, given in e for atoms 1 to 6:
1 O -0.17
2 C -0.24
3 C -0.17
4 O 0.10
5 H 0.23
6 H 0.17

---

DFT (ωB97M-V/def2-TZVPD) results for a structure of composition C4H8O2.

As for the LUMO energy: 0.950 eV. The charge is 0. The value obtained for the total energy is -307.5521 hartree. The calculation puts the energy above the lowest of the compared OMol25 structures with the same formula, charge and spin at 420.9 kJ/mol.

XYZ file:
```
14
C4H8O2, DFT ωB97M-V/def2-TZVPD
C 1.49924 0.72379 0.57404
C 0.43606 -0.09794 0.46431
O -0.29609 -0.46594 1.55516
C -1.51354 -0.50561 0.78923
C -0.70596 -0.39198 -0.52706
O -1.00680 0.63289 -1.42248
H 1.53364 1.34000 1.45771
H 2.38851 0.74086 -0.03222
H 1.66253 -0.20072 -1.48856
H 1.60066 -0.88830 -1.21973
H -2.09983 0.38571 1.02057
H -2.09002 -1.41719 0.96636
H -0.71170 -1.32075 -1.10221
H -0.69671 1.46517 -1.03512
```

Atom charges from the Löwdin analysis, given in e for atoms 1 to 6:
1 C 0.03
2 C -0.37
3 O -0.01
4 C -0.08
5 C -0.32
6 O -0.01

---

DFT (ωB97M-V/def2-TZVPD) results for a cluster of 2 separate species, C2H5BrOS in total in a non-equilibrium geometry.

As for the LUMO energy (alpha / beta): 0.636 / -1.341 eV. The charge is 0. As for the expectation value of S²: 2.010. Its spin multiplicity is 3. The value obtained for the total energy is -3126.4925 hartree. The calculation puts the energy above the lowest of the compared OMol25 structures with the same formula, charge and spin at 58.9 kJ/mol.

XYZ file:
```
10
C2H5BrOS, DFT ωB97M-V/def2-TZVPD
C -0.14454 -0.75480 -1.04126
C 2.15726 0.13637 1.33112
O 1.12429 -2.71053 0.35930
S 0.21122 -1.59758 0.62186
Br 3.02237 0.44378 -0.29431
H -0.74145 0.11818 -1.01339
H -0.48060 -1.42376 -1.82512
H 0.89973 -0.35208 -1.44888
H 1.15647 0.61800 1.46190
H 2.67601 -0.47097 2.05376
```

Atom charges from the Löwdin analysis, given in e for atoms 1 to 6:
1 C -0.32
2 C -0.60
3 O -0.55
4 S 0.79
5 Br 0.65
6 H 0.01

---

DFT (ωB97M-V/def2-TZVPD) results for a structure of composition C17H13BN4O4RuS5.

As for the LUMO energy (alpha / beta): -0.588 / -2.832 eV. The charge is 0. As for the expectation value of S²: 6.036. Its spin multiplicity is 5. The value obtained for the total energy is -3286.2878 hartree.

XYZ file:
```
45
C17H13BN4O4RuS5, DFT ωB97M-V/def2-TZVPD
Ru -0.77739 -0.52845 0.90337
B -0.11454 -2.08655 -2.32766
N -0.80190 -0.70195 -2.17443
C -1.16484 0.03697 -3.22512
C -1.90431 1.12374 -2.78257
C -1.95670 0.96971 -1.40727
N -1.28177 -0.13819 -1.05827
N 0.28999 -2.71939 -0.95656
C 0.96280 -3.86607 -0.92192
C 1.27964 -4.17645 0.39344
C 0.74749 -3.13674 1.12711
N 0.14055 -2.25529 0.30173
H 0.89355 -1.92654 -2.96289
H -0.89394 -2.83113 -2.86184
H -0.88856 -0.26416 -4.22148
H -2.33251 1.91719 -3.36833
H -2.44536 1.58506 -0.67191
H 1.17275 -4.40627 -1.82953
H 1.82258 -5.02868 0.76037
H 0.77861 -2.98307 2.18932
S -4.06296 -3.94406 6.51924
C -3.39685 -3.16747 5.25226
S -4.15052 -3.02792 3.69167
C -2.88829 -2.11633 2.89664
C -1.77632 -1.81493 3.68664
S -0.37733 -0.96277 3.24568
S -1.84301 -2.39136 5.33212
S -3.15356 -1.67598 1.29085
O -1.53416 3.46361 1.78653
C -0.85857 2.55627 1.35687
O -1.20921 1.29742 1.50620
C 0.40228 2.88095 0.56276
C 0.50836 4.18250 0.09436
C 1.53899 4.57514 -0.76113
C 2.43942 3.60954 -1.13101
O 3.50735 3.71621 -1.97386
C 4.12677 2.43488 -2.00569
O 3.41330 1.57751 -1.12221
C 2.37537 2.31703 -0.62474
C 1.38748 1.93386 0.24040
H -0.25080 4.88758 0.40097
H 1.62084 5.58831 -1.12908
H 5.16565 2.52310 -1.67823
H 4.08567 2.02977 -3.02096
H 1.40396 0.94340 0.67819
```

Atom charges from the Löwdin analysis, given in e for atoms 1 to 6:
1 Ru 1.15
2 B -0.39
3 N -0.07
4 C -0.07
5 C -0.03
6 C -0.12

---

DFT (ωB97M-V/def2-TZVPD) results for a cluster of 2 separate species, C5H4F3NS2 in total in a non-equilibrium geometry.

As for the LUMO energy: -0.388 eV. The charge is 0. The value obtained for the total energy is -1343.5276 hartree. The calculation puts the energy above the lowest of the compared OMol25 structures with the same formula, charge and spin at 209.0 kJ/mol.

XYZ file:
```
15
C5H4F3NS2, DFT ωB97M-V/def2-TZVPD
C -1.37142 1.10759 -0.66864
C -2.92890 -0.51183 0.47570
C -0.90844 0.09386 0.05611
C 1.36191 -0.41660 0.44611
C 2.14622 0.56056 -0.38763
N -1.68684 -0.83148 0.64709
F 2.33786 0.20396 -1.73354
F 3.45322 0.67839 0.05096
F 1.64322 1.80366 -0.39612
S -3.17001 0.93489 -0.58130
S 1.69189 -2.01129 0.07011
H -0.79686 1.78375 -1.08395
H -3.82960 -0.98832 0.69333
H 1.24116 -0.06405 1.38356
H 0.81662 -2.34310 1.02820
```

Atom charges from the Löwdin analysis, given in e for atoms 1 to 6:
1 C -0.33
2 C -0.41
3 C -0.23
4 C -0.47
5 C -0.62
6 N -0.01